No. 1
{
  "formula": "C21H59N9O20",
  "method": "wB97M-V/def2-TZVPD",
  "molar_mass_g_mol": 757.7,
  "max_force_ev_per_a": 4.60,
  "e_tot_ev": -77091.8512,
  "gap_ev": 7.74,
  "symbols": ["N", "N", "N", "N", "N", "N", "C", "C", "C", "C", "C", "C", "C", "C", "C", "C", "C", "C", "C", "C", "C", "C", "C", "C", "N", "N", "N", "C", "C", "C", "H", "H", "H", "H", "H", "H", "H", "H", "H", "H", "H", "H", "H", "H", "H", "H", "H", "H", "H", "O", "H", "H", "O", "H", "H", "O", "H", "H", "O", "H", "H", "O", "H", "H", "O", "H", "H", "O", "H", "H", "O", "H", "H", "O", "H", "H", "O", "H", "H", "O", "H", "H", "O", "H", "H", "O", "H", "H", "O", "H", "H", "O", "H", "H", "O", "H", "H", "O", "H", "H", "O", "H", "H", "O", "H", "H", "O", "H", "H"],
  "xyz": [[-6.5635, -0.1661, -0.5409], [-5.5146, -0.1100, -1.2723], [0.0958, -0.0092, 1.0787], [1.3720, 0.6736, -0.5889], [-1.9619, 1.7652, -3.0090], [-2.2759, 0.5765, -0.4100], [0.0520, 0.5379, -0.1365], [2.1937, 0.2042, 0.2416], [-0.9375, 1.4084, -2.1672], [-1.1257, 0.8837, -0.9035], [-3.1642, 1.4907, -2.4318], [-3.3047, 0.9056, -1.1564], [4.9974, -4.1404, -0.3099], [-6.7030, 1.3946, 2.9674], [-5.4749, 2.0607, 2.8416], [5.4397, -3.3376, 0.7324], [4.1226, -3.4995, -1.2144], [-7.0789, 0.6191, 1.8164], [-4.6621, 1.8457, 1.6666], [5.0181, -1.9755, 0.8701], [3.7627, -2.1588, -1.0989], [-6.2834, 0.4496, 0.6806], [-5.0934, 1.0670, 0.6306], [4.2285, -1.3470, -0.1126], [-4.1680, 1.9808, -3.1917], [-4.6016, 0.7405, -0.6674], [1.4202, -0.2194, 1.3494], [1.8515, -0.8741, 2.6002], [4.4687, 1.1145, 0.7707], [3.6931, 0.1495, -0.0973], [0.0583, 1.7172, -2.4296], [5.3689, -5.1984, -0.3753], [-7.2879, 1.5837, 3.8558], [-5.1454, 2.7694, 3.5311], [6.0511, -3.8477, 1.4774], [3.7742, -4.0640, -2.0305], [-7.9844, 0.0424, 1.8363], [-3.6484, 2.2958, 1.5459], [5.2811, -1.3857, 1.7329], [3.0076, -1.8400, -1.7835], [-5.1097, 2.1614, -2.8147], [-3.7601, 2.8344, -3.6536], [1.8974, -0.1921, 3.4414], [1.0239, -1.5803, 2.8801], [2.7804, -1.4121, 2.5429], [5.4612, 1.0646, 0.2376], [4.5507, 0.9357, 1.8436], [4.0854, 2.1124, 0.7572], [3.8090, 0.4863, -1.1327], [-8.7378, 0.9626, 5.9469], [-9.3986, 0.4956, 6.5544], [-9.2365, 1.2854, 5.1277], [-3.7202, 4.6068, -4.5533], [-3.7458, 4.4355, -5.5502], [-4.5867, 5.0574, -4.2887], [2.0316, -3.4952, 0.9943], [2.4800, -4.2856, 1.4392], [2.7534, -2.8927, 0.6205], [-0.9411, -3.2774, 1.8988], [0.0021, -2.9867, 1.6758], [-0.9637, -4.2889, 1.9145], [8.1252, 1.7529, 0.2939], [7.9302, 1.2762, 1.1648], [9.0551, 1.4914, -0.0072], [-2.9223, -1.7877, 0.8261], [-2.5512, -0.9065, 0.4953], [-2.1701, -2.3007, 1.2675], [5.9256, -6.1759, 2.2724], [6.2500, -5.5954, 3.0350], [4.9251, -6.0525, 2.1859], [-6.2956, 3.2240, -1.9505], [-5.8707, 3.9621, -1.4042], [-6.6429, 2.5197, -1.3124], [3.2876, 2.5641, 3.7910], [2.3724, 2.4048, 3.3898], [3.2219, 2.4249, 4.7910], [5.8380, -7.7589, -1.6152], [5.8400, -7.6927, -2.6249], [6.7460, -7.4660, -1.2783], [0.5075, 2.2696, 3.1004], [0.1659, 1.3583, 3.3771], [0.3615, 2.9083, 3.8714], [-2.7354, 0.2074, -5.1158], [-2.7626, -0.7074, -4.6844], [-2.5699, 0.8931, -4.3904], [0.6841, -3.5960, -1.6994], [1.1883, -4.2731, -2.2571], [0.9088, -3.7591, -0.7265], [-0.4395, 0.0721, 4.4991], [-0.1261, -0.5989, 5.1885], [-0.7893, -0.4384, 3.6986], [-7.2632, 2.9313, -4.5321], [-7.0051, 1.9640, -4.6789], [-7.1135, 3.1528, -3.5562], [-0.1138, 2.8083, -5.0349], [-0.4079, 3.5765, -5.6240], [-0.8951, 2.5433, -4.4492], [-0.2536, -1.3432, -2.9030], [0.0828, -1.9672, -2.1811], [-1.1597, -1.6739, -3.2085], [5.9064, 3.1948, 2.7712], [6.1257, 3.9859, 3.3626], [5.0396, 2.7877, 3.0980], [3.8748, 0.6345, -3.9111], [3.5870, 1.4059, -3.3231], [3.0617, 0.0634, -4.1021], [1.8801, 3.4038, -0.9857], [1.2848, 3.7781, -0.2581], [1.9589, 2.4049, -0.8456]],
  "forces_ev_per_angstrom": [[0.7, -1.1, 0.0], [-0.5, 1.5, 0.6], [0.1, -0.1, -0.1], [-2.8, 1.3, -3.4], [1.6, -1.6, 3.8], [-2.3, 0.3, 0.2], [3.6, -0.9, 2.2], [-0.2, -1.5, 2.3], [-0.9, 1.5, -1.4], [2.3, -0.1, -0.6], [-0.2, 1.3, -0.7], [0.0, -0.1, -0.7], [0.0, 0.7, -0.4], [0.8, -0.4, -2.8], [0.6, -1.5, -3.3], [-0.4, 0.8, 0.7], [1.3, -0.4, 0.8], [-0.7, -0.1, 1.8], [1.2, 1.7, 1.8], [0.3, -0.5, -0.5], [-0.3, -1.6, -1.3], [-2.3, 0.3, 0.6], [1.8, -0.2, -1.8], [-0.2, 1.0, 1.7], [-0.2, 1.4, -0.2], [-0.8, -0.6, 1.9], [1.6, -0.1, -0.8], [-2.1, -0.2, 0.2], [1.9, -0.6, -0.7], [-0.6, -1.4, 1.5], [0.2, -0.2, -0.5], [-0.7, 1.2, -0.2], [-0.3, -0.5, -0.2], [0.6, 0.8, 1.2], [0.0, 0.6, 0.0], [-0.6, -0.5, -0.9], [-0.5, 0.0, 0.1], [-1.0, -0.1, 0.5], [0.4, -0.1, 0.2], [-0.2, 0.6, -0.5], [1.1, -0.4, -0.1], [-1.2, -1.0, -0.1], [0.2, 0.5, -0.1], [1.0, 0.4, -0.4], [0.3, -0.1, -0.6], [-0.5, 0.7, 1.2], [0.1, -0.8, -0.1], [-0.3, 0.7, -0.6], [-0.4, -0.1, 0.2], [-2.0, -0.2, -0.4], [1.2, 1.1, -1.6], [0.7, -0.9, 2.0], [-1.4, 0.5, -1.2], [-0.3, 0.5, 2.1], [1.7, -1.0, -1.0], [1.2, -0.7, 0.6], [-0.7, 1.9, -1.1], [-1.1, -1.3, 0.7], [1.9, -1.5, 0.1], [-1.7, -1.0, 0.3], [0.3, 2.3, -0.2], [1.3, -1.4, 0.9], [0.7, 1.0, -1.9], [-2.1, 0.4, 0.9], [1.4, 0.5, 0.2], [-0.5, -1.8, 0.9], [-1.4, 1.1, -1.0], [-1.1, 1.2, 1.2], [-1.1, -1.2, -1.6], [2.2, -0.1, 0.5], [-0.2, 0.3, 2.5], [-1.0, -1.7, -0.9], [0.7, 1.6, -1.0], [-1.1, -0.6, 1.4], [1.1, 0.2, 0.8], [-0.1, 0.3, -2.3], [1.5, 0.7, -1.1], [0.4, 0.0, 2.3], [-1.9, -0.6, -1.1], [-0.3, 0.2, 1.5], [0.5, 1.9, 0.0], [0.0, -1.7, -1.5], [0.1, -1.0, 1.4], [0.1, 2.2, -0.8], [-0.1, -1.8, -1.7], [1.3, -1.7, 0.8], [-1.1, 1.5, 1.4], [-0.1, 0.1, -1.9], [-0.2, -2.1, -0.1], [-0.8, 1.3, -1.7], [0.5, 0.6, 1.7], [0.6, -1.3, 1.1], [-0.5, 2.1, 0.6], [-0.2, -0.8, -2.0], [-1.6, 1.1, -0.2], [0.4, -1.8, 1.5], [1.2, 0.8, -1.4], [-1.2, -1.0, 0.4], [-0.9, 0.7, -1.6], [2.1, 0.4, 0.9], [-0.6, 0.7, 1.5], [-0.8, -1.9, -1.2], [1.4, 1.2, -0.3], [-1.8, 0.2, 0.9], [0.2, -1.7, -1.4], [1.5, 1.6, 0.6], [-0.8, -0.4, 1.5], [1.3, -1.1, -1.5], [-0.6, 1.9, -0.1]],
  "mulliken_charge": [-0.732, -0.206, -0.590, -0.499, -0.576, -0.440, -0.649, -0.757, -0.117, 0.219, 0.251, -0.735, -0.789, -0.336, -0.847, -0.876, -0.647, -0.323, -0.682, 0.382, -0.094, 0.095, 0.625, -0.306, 0.039, 1.498, 2.028, -1.117, -1.620, 1.526, 0.699, 0.562, 0.123, 0.490, 0.383, 0.571, 0.422, 0.349, 0.456, 0.208, 0.167, 0.131, 0.272, 0.163, 0.195, 0.301, 0.257, 0.630, -0.247, -0.644, 0.319, 0.332, -0.713, 0.333, 0.309, -0.594, 0.225, 0.297, -0.698, 0.333, 0.279, -0.634, 0.316, 0.305, -0.721, 0.551, 0.445, -0.655, 0.323, 0.324, -0.733, 0.316, 0.328, -0.675, 0.404, 0.281, -0.673, 0.331, 0.334, -0.703, 0.414, 0.281, -0.719, 0.303, 0.479, -0.689, 0.269, 0.322, -0.738, 0.324, 0.362, -0.677, 0.314, 0.376, -0.679, 0.294, 0.618, -0.531, 0.314, 0.266, -0.624, 0.283, 0.376, -0.651, 0.315, 0.325, -0.743, 0.335, 0.382]
}

***

No. 2
{
  "formula": "C21H60BF7N5O8S",
  "method": "wB97M-V/def2-TZVPD",
  "total_charge": 3,
  "relative_energy_kcal_mol": 59.7,
  "molar_mass_g_mol": 686.6,
  "max_force_ev_per_a": 3.80,
  "e_tot_ev": -77093.8117,
  "gap_ev": 8.45,
  "symbols": ["B", "F", "F", "F", "F", "C", "C", "C", "O", "C", "N", "H", "H", "H", "H", "H", "H", "H", "H", "H", "H", "H", "H", "C", "C", "C", "O", "C", "N", "H", "H", "H", "H", "H", "H", "H", "H", "H", "H", "H", "H", "C", "C", "C", "O", "C", "N", "H", "H", "H", "H", "H", "H", "H", "H", "H", "H", "H", "H", "C", "C", "C", "O", "C", "N", "H", "H", "H", "H", "H", "H", "H", "H", "H", "H", "H", "H", "C", "C", "C", "O", "C", "N", "H", "H", "H", "H", "H", "H", "H", "H", "H", "H", "H", "H", "C", "F", "F", "F", "S", "O", "O", "O"],
  "xyz": [[-0.7523, -0.3918, 0.3561], [0.0320, 0.7478, 0.2037], [-0.3290, -1.4083, -0.4930], [-0.5007, -0.8652, 1.5950], [-2.2078, -0.1646, 0.2104], [-2.3283, -5.1994, 1.0456], [-2.0852, -3.6730, 0.6334], [-3.1312, -3.1781, -0.3777], [-4.4498, -3.1117, -0.0008], [-5.3926, -3.0551, -1.1068], [-2.2774, -2.8906, 1.9525], [-2.9535, -3.3055, 2.5776], [-1.3635, -2.7918, 2.3709], [-2.6196, -1.9989, 1.6241], [-1.5954, -5.5207, 1.7857], [-2.2145, -5.9200, 0.2357], [-3.2588, -5.2729, 1.6086], [-1.0595, -3.5364, 0.2909], [-2.8454, -3.6778, -1.3033], [-2.8270, -2.1714, -0.6643], [-5.0975, -2.2320, -1.7575], [-6.3429, -2.7472, -0.6705], [-5.6515, -3.9405, -1.6875], [-3.0028, 3.9339, 3.4944], [-3.0481, 2.4386, 3.1914], [-4.4349, 1.7745, 2.8887], [-4.1123, 0.4427, 2.4436], [-5.1939, -0.0937, 1.5997], [-1.9492, 2.0499, 2.2272], [-2.1671, 1.0840, 2.0277], [-1.8086, 2.5690, 1.3723], [-1.0972, 2.1405, 2.7621], [-2.0442, 4.1430, 3.9691], [-3.8979, 4.0583, 4.1037], [-2.9571, 4.5301, 2.5830], [-2.7359, 1.8766, 4.0715], [-4.8481, 2.2966, 2.0257], [-5.0506, 1.9552, 3.7698], [-5.0351, -1.1709, 1.6497], [-5.3378, 0.2772, 0.5849], [-6.1207, 0.1322, 2.1271], [0.6469, 0.2660, -3.5869], [0.7020, -1.1774, -4.1742], [1.4586, -1.2552, -5.5421], [1.5661, -2.5877, -5.8988], [2.3900, -2.8774, -7.0077], [1.2659, -2.0517, -3.1317], [0.7365, -1.9992, -2.2731], [1.2015, -3.0035, -3.4634], [2.1983, -1.7125, -2.9427], [0.4926, 1.0190, -4.3597], [1.6136, 0.6429, -3.2529], [-0.1866, 0.2810, -2.8846], [-0.3550, -1.4267, -4.2678], [2.4434, -0.8446, -5.3194], [1.0293, -0.5980, -6.2983], [2.6248, -3.9418, -7.0044], [3.3642, -2.3975, -6.9139], [1.9531, -2.5705, -7.9580], [2.7879, -2.8757, 1.3058], [2.7871, -1.7180, 2.3413], [4.1390, -1.5771, 3.0968], [4.1140, -0.3848, 3.8909], [5.4058, -0.0160, 4.3237], [2.4473, -0.3605, 1.5837], [2.3366, 0.3331, 2.3095], [3.1802, -0.0457, 0.9641], [1.6073, -0.4987, 1.0403], [3.2787, -2.7577, 0.3397], [1.7352, -2.8790, 1.0231], [3.2031, -3.7022, 1.8826], [1.9792, -1.7335, 3.0728], [4.8981, -1.3784, 2.3402], [4.3401, -2.4792, 3.6746], [5.9803, -0.7353, 4.9073], [5.2620, 0.8005, 5.0314], [6.1237, 0.1953, 3.5312], [2.1155, 3.6438, -2.1906], [2.3237, 2.9483, -0.8269], [3.7917, 2.6710, -0.3424], [3.6846, 2.1487, 1.0320], [4.9745, 1.8275, 1.4761], [1.6740, 3.7777, 0.2798], [1.6538, 3.4390, 1.2312], [2.1281, 4.6687, 0.4210], [0.7471, 3.9603, -0.0773], [1.2761, 4.3385, -2.2211], [2.1063, 2.9000, -2.9872], [2.9151, 4.3396, -2.4446], [1.8708, 1.9574, -0.7920], [4.4861, 3.5108, -0.3676], [4.3749, 2.1231, -1.0825], [5.6415, 2.5977, 1.0888], [5.3480, 0.8739, 1.1029], [4.9561, 1.8268, 2.5659], [-3.4764, 3.1105, -1.2651], [-4.1104, 2.7165, -2.3755], [-4.0861, 4.1846, -0.8284], [-3.5939, 2.1055, -0.3437], [-1.6386, 3.5114, -1.6426], [-0.8562, 3.2973, -0.3837], [-1.2647, 2.5535, -2.6356], [-1.6998, 4.8830, -2.0905]],
  "forces_ev_per_angstrom": [[-2.1, 1.0, -1.5], [-0.1, 0.1, -0.3], [0.4, -0.5, -1.4], [0.2, -0.8, 2.9], [2.4, -0.3, 0.3], [0.8, 1.3, 0.4], [-2.2, -2.9, 1.2], [2.3, 1.4, -1.2], [-0.9, -1.7, 0.1], [-0.5, 1.3, 0.6], [0.5, -0.2, -1.7], [-0.2, -0.3, 0.2], [0.0, 0.3, 0.5], [-0.1, 0.9, 0.4], [0.4, 0.2, 0.0], [-0.5, 0.3, -0.1], [-0.4, -0.2, -0.7], [-0.3, 0.4, 0.0], [-0.8, -0.9, -0.2], [0.2, 0.5, 0.2], [0.1, -0.1, -0.3], [0.1, 0.0, 0.2], [0.9, -0.5, 0.3], [0.1, -1.3, -0.6], [-0.3, -0.3, 0.7], [2.3, 1.0, -2.1], [-1.1, 0.7, -0.2], [-0.1, -0.3, 1.7], [-0.6, 0.0, 1.0], [0.1, -0.8, -0.6], [-0.3, 0.5, -1.0], [0.4, -0.3, 0.0], [-0.3, 0.2, 0.7], [0.4, 1.0, 0.1], [-0.7, 0.1, 0.0], [0.1, 0.2, 0.3], [-0.4, 0.1, 0.1], [-0.2, -0.8, 0.1], [-0.2, 0.1, -0.5], [0.9, 0.3, 0.0], [-0.2, -0.2, 0.0], [0.2, -0.6, -1.0], [-1.2, 2.7, -1.4], [0.3, -0.1, 1.7], [-0.6, -0.6, 0.5], [0.9, -0.1, -0.4], [-0.1, -0.1, -0.5], [-0.5, 0.4, 0.5], [0.7, -0.7, -0.3], [0.6, -0.5, 0.0], [-0.8, -0.3, -0.2], [0.2, -0.5, 0.9], [0.4, 0.6, 0.3], [0.1, -0.6, -0.3], [0.6, 0.2, -0.2], [-0.5, -0.1, 0.1], [-0.5, 0.0, 0.0], [0.1, 0.4, 0.1], [-0.2, -0.1, 0.1], [-1.0, 1.3, 1.2], [1.3, 1.2, -0.8], [-0.8, 1.6, -0.8], [-0.4, -1.1, -0.5], [0.9, 0.3, 1.2], [0.9, -2.0, 1.2], [-0.1, 0.5, 0.0], [0.4, 0.2, -0.1], [-0.6, 0.3, 0.0], [0.8, 0.5, 0.5], [-0.2, -1.2, 0.1], [-0.6, -0.5, -0.6], [-0.1, -0.6, -0.2], [0.4, -0.7, -0.2], [0.1, 0.0, 0.0], [-0.7, -0.8, 0.2], [0.1, 0.3, -0.5], [-0.4, 0.5, -0.5], [0.9, 0.3, 0.4], [1.7, 0.0, 1.0], [-0.9, 0.8, 0.0], [-0.4, 0.1, -2.5], [0.8, 0.5, 0.6], [0.9, 0.4, -0.6], [-0.1, -1.0, 0.0], [0.5, 0.6, -0.6], [-1.7, -0.1, 0.1], [-0.6, -0.7, 0.0], [-0.4, 0.2, 0.1], [0.5, -0.2, 0.3], [-0.6, 0.3, 0.0], [-0.6, 1.0, 0.7], [-0.5, -1.5, 0.2], [0.4, 0.0, 0.4], [-0.1, -0.3, -0.1], [0.2, 0.0, -0.2], [0.6, -0.4, -0.7], [0.6, -0.1, 0.5], [-0.1, 0.3, 0.7], [0.1, 0.5, -0.2], [-0.4, 1.0, -0.4], [-0.9, 0.3, 0.3], [0.2, -1.0, -0.4], [0.2, -0.7, 0.8]],
  "mulliken_charge": [-0.134, 0.274, -0.040, -0.353, -0.286, -1.411, 0.635, -0.500, -0.364, -0.861, 0.216, 0.493, 0.307, -0.365, 0.448, 0.385, 0.390, -0.068, 0.617, 0.153, 0.358, 0.291, 0.335, -1.259, 0.096, -0.850, -0.384, -0.641, 0.624, -0.272, -0.110, 0.432, 0.388, 0.389, 0.311, 0.360, 0.428, 0.487, 0.075, 0.213, 0.533, -1.374, 0.062, -0.947, -0.327, -0.765, 0.079, -0.119, 0.467, 0.448, 0.577, 0.354, 0.225, 0.398, 0.424, 0.478, 0.255, 0.353, 0.309, -0.968, 0.225, -0.766, -0.327, -0.925, 0.001, 0.465, 0.278, -0.321, 0.281, 0.089, 0.432, 0.379, 0.373, 0.531, 0.332, 0.324, 0.383, -1.230, 1.394, -0.974, -0.406, -0.624, -0.125, 0.333, 0.398, 0.255, 0.383, 0.159, 0.445, -0.770, 0.643, 0.491, 0.495, 0.274, 0.137, 0.499, -0.221, -0.233, -0.174, 1.181, -1.027, -0.663, -0.667]
}